Record 1
Below is C8H7Cl2NO3S as an isolated structure, with properties calculated with wB97M-V/def2-TZVPD.

Geometry as XYZ:
```
22
Properties=species:S:1:pos:R:3:forces:R:3
C 1.96769 0.05854 2.49747 1.001 -0.308 -0.201
C 0.57259 0.08462 2.40736 0.889 -0.532 -0.380
C 2.67638 0.01796 1.28413 2.427 0.606 -0.222
C -0.06751 0.08567 1.17587 0.452 0.495 0.324
C 2.04097 0.14486 0.04726 2.331 0.054 1.080
C 0.69477 0.18424 0.02038 -0.896 -0.499 -0.761
C -1.08676 0.08908 -5.54210 -1.900 -1.154 -1.822
C -0.28859 1.10506 -4.99677 2.076 2.771 0.919
N -1.99729 -0.56698 -4.78251 -0.364 0.442 2.495
O -1.04885 -0.11304 -6.76081 0.510 -0.152 0.575
O 0.73057 -0.70765 -2.51215 1.095 -0.306 -0.536
O -1.41214 -0.31599 -1.35408 0.432 0.649 -0.394
S -0.02988 0.11434 -1.62160 -2.069 -0.963 1.903
Cl 0.90509 1.91503 -5.97145 -0.849 -0.739 0.734
Cl -0.61588 1.85488 -3.48651 -0.262 0.289 -1.475
H 2.49586 0.01675 3.49604 -0.733 0.026 -1.375
H 0.03271 -0.06707 3.30839 -0.684 0.240 0.562
H 3.84157 -0.01376 1.11472 -2.374 -0.020 1.291
H -1.12737 0.04460 1.13574 -0.704 -0.074 -0.202
H 2.75451 0.22190 -0.77317 -0.882 -0.158 -0.345
H -2.23700 -0.35405 -3.74030 0.780 -0.814 -2.804
H -2.45472 -1.27868 -5.34040 -0.275 0.147 0.634
```
Forces are in eV/Å.

Its calculated total energy is -1907.97217 hartree. The max |F| is 3.58 eV Å⁻¹. The energy above the lowest of the compared OMol25 structures with the same formula, charge and spin is 12.2 kcal/mol. The value obtained for the molecular weight is 268.1 g/mol.


Record 2
Below is a 2-piece molecular cluster, C8H7Cl2NO3S overall, with properties calculated with wB97M-V/def2-TZVPD.

Geometry as XYZ:
```
22
Properties=species:S:1:pos:R:3:forces:R:3
C -0.50491 -2.44286 1.05419 -0.188 2.208 -0.545
C -0.00446 -2.95791 -0.10898 -0.817 0.346 0.383
C -0.81989 -1.05042 1.20991 1.433 -0.885 0.528
C 0.16055 -2.07910 -1.20455 -0.431 -3.130 -0.564
C -0.75182 -0.19672 0.17952 1.149 -0.862 -3.734
C -0.26683 -0.83047 -1.00630 -1.140 2.682 -1.398
C 0.82216 3.50001 0.20422 0.355 -0.032 0.895
C -0.32969 4.09966 0.91357 -1.342 0.487 -1.239
N 0.84938 3.45594 -1.15681 1.070 0.159 0.158
O 1.70996 3.03617 0.89701 0.421 -0.346 0.202
O -0.59832 1.50572 -2.44073 -0.862 0.297 0.231
O 0.82970 -0.27224 -3.33074 -0.008 -0.463 -0.647
S -0.40866 0.09224 -2.67018 1.258 -0.166 1.046
Cl -0.61036 4.30294 2.57163 0.738 -0.357 -0.441
Cl -1.66860 4.60581 -0.07724 0.251 -0.042 0.254
H -0.74544 -3.03080 1.87460 -0.026 -1.271 1.358
H 0.03211 -4.03271 -0.16667 0.585 -0.137 -0.383
H -0.74674 -0.56681 2.14245 -1.020 -0.090 1.593
H 0.33714 -2.56301 -2.20664 0.190 1.124 1.122
H -0.90590 0.86060 0.04618 -0.258 0.237 0.857
H 0.18670 4.07599 -1.66110 1.207 -1.142 0.034
H 1.77985 3.01726 -1.49688 -2.566 1.385 0.290
```
Forces are in eV/Å.

Its calculated total energy is -1907.96074 hartree. The max |F| is 4.00 eV Å⁻¹. The energy above the lowest of the compared OMol25 structures with the same formula, charge and spin is 19.4 kcal/mol. The value obtained for the molecular weight is 268.1 g/mol.


Record 3
Below is a 2-piece molecular cluster, C8H7ClN2 overall, with properties calculated with wB97M-V/def2-TZVPD.

Geometry as XYZ:
```
18
Properties=species:S:1:pos:R:3:forces:R:3
C 2.71414 0.40314 0.17763 0.413 -0.502 2.201
C 2.38179 -0.89168 0.70031 -0.926 2.332 -1.765
C 1.71671 1.19529 -0.40517 1.871 1.549 -0.722
C 1.13292 -1.40871 0.47460 -3.509 -0.866 -2.096
C 0.44373 0.73599 -0.58755 -0.892 -2.688 -0.310
C 0.11704 -0.66025 -0.22586 5.007 4.202 1.097
C -1.17383 -1.08853 -0.28352 -3.964 0.314 0.129
C -2.53622 0.71169 0.41770 1.600 -2.974 -1.982
N -1.83799 -2.04808 -0.63789 -2.178 0.644 0.221
N -2.22160 1.85694 0.14378 0.607 0.561 0.827
Cl -4.13379 -0.08983 0.23460 -0.694 0.336 0.390
H 3.72537 0.83709 0.50301 -1.603 -0.656 -0.963
H 3.04626 -1.42746 1.27028 1.727 -1.157 1.010
H 2.00559 2.24410 -0.78678 -0.595 -1.781 0.748
H 0.66978 -2.44192 0.54786 1.673 0.899 1.008
H -0.27533 1.34958 -1.11488 -0.052 -0.152 0.326
H -2.91998 -1.90960 -0.52486 2.241 -0.328 0.037
H -2.85459 2.63224 0.09674 -0.726 0.267 -0.159
```
Forces are in eV/Å.

Its calculated total energy is -878.59501 hartree. The max |F| is 6.63 eV Å⁻¹. The energy above the lowest of the compared OMol25 structures with the same formula, charge and spin is 65.5 kcal/mol. The value obtained for the molecular weight is 166.6 g/mol.


Record 4
Below is C8H7ClNO4S as an isolated structure, with properties calculated with wB97M-V/def2-TZVPD.

Geometry as XYZ:
```
22
Properties=species:S:1:pos:R:3:forces:R:3
C 2.18917 -0.91530 1.19154 1.327 -2.005 0.487
C 1.41235 -0.20920 0.19267 0.664 -0.991 -0.590
C 1.08293 -0.79893 2.09090 1.109 0.375 0.901
C 1.00141 1.95556 0.16274 0.125 1.776 0.342
C -0.05652 1.31747 1.04632 -0.928 0.194 0.482
C -1.25067 1.44057 0.08410 0.114 1.128 1.189
C -0.81687 -0.66476 -1.76883 1.344 -0.219 0.803
C -1.77757 -1.56823 -1.09545 1.150 -1.415 1.541
N 0.30608 -0.07476 1.05155 -1.047 -0.150 0.345
O 1.74474 1.03049 -0.40688 0.556 -1.483 0.060
O 0.78991 -1.00748 3.26607 -0.114 0.180 -1.371
O 1.15232 3.12922 -0.06577 -0.215 -0.238 0.159
O 1.64196 -0.44619 -2.67918 0.869 0.499 -1.263
S 0.83760 -1.22219 -1.73414 -1.318 0.541 1.438
Cl -2.77124 0.78457 0.69698 0.394 0.953 0.088
H 3.03977 -1.69660 1.22327 -1.525 1.632 -0.451
H -0.08773 1.80364 2.10501 -0.289 -0.750 -1.821
H -1.28488 2.51424 -0.23064 -0.682 -1.101 -0.300
H -1.03421 0.13066 -2.47757 -0.191 -0.305 0.068
H -2.36156 -1.02426 -0.34990 0.185 -0.326 -0.002
H -1.25813 -2.49697 -0.54525 -0.883 2.170 -1.210
H -2.49884 -1.98155 -1.75755 -0.643 -0.464 -0.893
```
Forces are in eV/Å.

The total charge is -1. Its calculated total energy is -1522.99558 hartree. The max |F| is 2.64 eV Å⁻¹. The energy above the lowest of the compared OMol25 structures with the same formula, charge and spin is 122.3 kcal/mol. The value obtained for the molecular weight is 248.7 g/mol.


Record 5
Below is C8H7F3NO2S as an isolated structure, with properties calculated with wB97M-V/def2-TZVPD.

Geometry as XYZ:
```
22
Properties=species:S:1:pos:R:3:forces:R:3
C -2.93986 -0.35069 -0.65881 0.400 -2.025 1.039
C -2.45341 -1.62142 -1.03278 1.860 3.654 0.797
C -2.22913 0.54116 0.11804 0.049 -0.657 -0.507
C -1.13454 -1.92718 -0.72137 -0.841 0.738 0.094
C -0.88045 0.27184 0.35535 0.153 -1.482 -0.619
C -0.45687 -0.94352 -0.09083 1.562 0.689 0.917
C 0.05829 1.26649 0.87699 1.452 1.904 1.010
C 3.09408 -0.01561 -0.71616 -0.685 -0.648 -0.775
N 1.35883 0.73641 1.40279 -0.712 -1.105 -0.144
O 2.54301 -1.47193 1.61168 0.249 -1.114 0.086
O 0.30836 2.14283 -0.17113 0.014 1.331 -0.863
F 2.84041 1.24607 -0.85214 -0.517 0.420 -0.555
F 3.01292 -0.68571 -1.88466 -0.323 0.609 1.402
F 4.25645 -0.15213 -0.18696 0.890 -0.690 0.571
S 1.78971 -0.71285 0.67001 -1.519 2.085 -0.226
H -3.98138 -0.38087 -0.70640 -1.686 1.235 -0.490
H -2.97267 -2.15331 -1.74734 -1.247 -1.747 -0.767
H -2.70984 1.40262 0.52483 -0.056 0.613 0.118
H -0.92826 -2.90879 -0.90523 1.678 -2.306 -0.552
H -0.40538 1.79452 1.67413 -0.332 0.360 1.019
H 1.60633 0.80491 2.43624 -0.530 -0.323 -1.846
H 0.22341 3.11716 0.00378 0.142 -1.540 0.291
```
Forces are in eV/Å.

The total charge is +1. Its calculated total energy is -1211.65154 hartree. The max |F| is 4.18 eV Å⁻¹. The energy above the lowest of the compared OMol25 structures with the same formula, charge and spin is 3.8 kcal/mol. The value obtained for the molecular weight is 238.2 g/mol.


Record 6
Below is C8H7F5N3O3PtS as an isolated structure, with properties calculated with wB97M-V/def2-TZVPD.

Geometry as XYZ:
```
28
Properties=species:S:1:pos:R:3:forces:R:3
O -1.27339 3.44778 1.36408 0.155 0.085 -1.445
C -1.57579 2.27434 1.54449 -0.082 2.160 2.241
O -1.91768 1.78200 2.60714 -0.402 -1.476 0.724
C -1.37863 1.34901 0.34759 0.251 -1.813 -1.165
N -0.96903 0.11669 0.96745 1.295 1.108 0.159
C 0.39918 -0.25955 0.78021 -0.822 0.093 -0.422
C 0.63882 -1.62889 1.41399 0.530 -0.617 0.296
S 1.13366 -2.79174 0.13142 -0.799 -1.244 -0.946
C 2.51944 -2.06062 -0.54548 0.366 0.189 0.007
N 2.97349 -2.32362 -1.72465 -0.252 -0.124 0.267
N 4.10590 -1.56148 -1.85602 0.174 0.141 0.006
C 4.22533 -0.89370 -0.76241 0.402 -0.013 -0.520
O 3.25363 -1.15776 0.13822 -0.095 -0.022 -0.033
C -2.68848 1.19205 -0.48929 -0.344 0.584 0.227
F -3.67867 1.87459 0.10786 -0.094 -0.105 -0.003
F -3.04727 -0.09813 -0.54346 0.115 -0.065 -0.018
C -2.55262 1.74462 -1.96079 0.101 -0.178 0.207
F -1.25884 1.93761 -2.25650 0.230 -0.007 -0.213
F -3.04212 0.86965 -2.81770 -0.138 -0.171 -0.200
F -3.18277 2.88865 -2.08544 -0.118 0.310 -0.018
H -0.58346 1.75123 -0.26082 0.131 -0.072 -0.315
H -1.20926 0.13496 1.96766 -0.906 -0.104 0.075
H 0.58690 -0.27035 -0.28981 0.151 0.040 -0.304
H 1.08219 0.46993 1.21500 0.253 0.081 0.188
H 1.40340 -1.62628 2.17519 0.160 0.177 0.287
H -0.27553 -2.01540 1.84244 -0.195 -0.295 0.022
H 4.99708 -0.18664 -0.54199 0.109 0.225 0.281
Pt 1.31450 -4.95896 -0.46840 -0.177 1.113 0.616
```
Forces are in eV/Å.

The total charge is +1. Its calculated total energy is -1715.30013 hartree. The max |F| is 3.11 eV Å⁻¹. The value obtained for the molecular weight is 515.3 g/mol.


Look up the calculated total energy of the second one.
-1907.96074 hartree


The highest molecular weight belongs to which entry?
C8H7F5N3O3PtS